[1]
Computed, not measured: an isolated molecule of C4H8N2, with ωB97M-V/def2-TZVPD.

Results
Charge: 0
Kohn-Sham gap (alpha / beta), eV: 7.149 / 7.150

Last column: Mulliken charge in e.
Cartesian coordinates (Å):
H -0.84551 1.72921 0.87650  0.243
N -1.14504 -1.74282 -2.19592  -0.376
N 1.71947 1.10504 1.44699  -0.394
C -0.29123 0.09496 -0.75911  -0.329
H -1.01147 -1.42761 -3.14932  0.171
C 0.61474 0.30468 1.49966  -0.061
H 2.62817 0.68359 1.33883  0.220
H -1.47759 0.08032 1.30184  0.393
H 0.51886 0.76578 -1.01759  0.328
H 0.79385 -0.71292 1.81896  0.329
C -0.83846 -0.98876 -1.13858  -0.222
H -1.66605 -2.59655 -2.09065  0.219
H 1.62672 2.03024 1.05829  0.237
C -0.62647 0.67485 1.01011  -0.759


[2]
Computed, not measured: a structure of composition C40H34N9O3S4Sn, with ωB97M-V/def2-TZVPD.

Results
Charge: -1
Kohn-Sham gap, eV: 5.348

Last column: Mulliken charge in e.
Cartesian coordinates (Å):
H -1.13978 0.73893 3.17072  0.648
H 0.26785 1.63513 -3.71325  0.373
H -2.50900 4.55124 3.89727  0.360
C 3.47855 -1.76095 -2.35862  -0.120
C -1.97192 2.20192 -0.19645  -1.060
H 2.62308 -4.38395 -0.09918  0.385
C 0.52736 1.81089 3.39547  0.081
S -1.76238 -5.38341 2.72990  -0.136
H -5.15956 3.99161 -3.26276  0.389
C 1.68334 4.35452 3.50905  -0.693
H 2.12698 5.34068 3.54944  0.376
C -2.46755 3.80915 3.09500  -1.110
H -2.79028 -1.14642 1.50526  0.249
H 1.65742 -0.88895 3.86022  0.477
H 5.41920 -0.89601 -2.73795  0.422
C 1.39797 0.90202 -0.27514  -0.533
C -2.39871 2.14783 -3.90356  0.413
C 1.71697 -0.64641 -3.24328  0.117
N 3.91694 0.17925 -3.65563  -0.708
H -2.22780 -5.87618 -2.42321  0.419
H 3.55624 3.31973 3.43579  0.418
C -2.48769 4.24066 -5.06853  -0.447
C -3.60724 0.65369 0.63356  -1.039
N -0.15183 0.57594 3.32184  -0.198
N -4.06390 -3.53504 -0.88953  -0.649
C 3.60186 -1.91415 2.65967  1.150
C 0.29635 4.22231 3.51250  -0.544
C -0.93790 1.35245 0.18862  1.454
C 2.47780 3.22753 3.44706  -1.037
C -1.82707 3.05504 -4.78995  -0.488
H 4.94973 -4.26626 0.66638  0.438
Sn -0.15798 -3.14528 0.30229  0.423
H -2.13363 4.28584 2.16989  0.428
N -2.07563 -3.86186 -2.83281  -0.618
C -1.80167 -1.45685 -2.98393  0.002
H 1.06103 -0.03808 -0.70891  -0.049
N -3.65984 4.57965 -4.53756  -0.669
H -0.88624 2.83613 -5.27728  0.464
C -4.20593 3.70563 -3.69367  -0.519
C -1.73321 0.86386 -3.57667  0.686
C -2.47102 -0.26787 -3.25790  -0.058
H -3.45529 3.38261 2.94216  0.300
C -2.58297 -0.19480 1.02644  -0.066
S -1.28127 -3.38179 2.63279  -0.317
H 5.59488 -2.69458 2.45895  0.404
H -3.55237 -0.24197 -3.23948  0.866
H 2.24296 1.07076 -4.44683  0.421
H 5.89677 -0.71815 3.52500  0.395
H -2.05284 4.95422 -5.76023  0.375
C -3.29585 1.86804 0.03744  -0.703
C 2.89325 -3.65932 0.66163  -1.447
H -1.70457 3.12913 -0.68978  0.504
C 2.60176 0.26032 -3.82303  -0.259
C 4.35056 -0.82728 -2.90459  -0.438
C 2.27043 -1.97020 2.20640  0.220
H -4.08030 2.55512 -0.25766  0.537
C 0.31744 -0.43609 2.45482  -1.515
S -0.01883 -6.30320 2.18215  -0.154
C -3.62653 2.49589 -3.34981  -0.324
C -2.59834 -4.88735 -2.18142  -0.290
O -1.62071 2.72994 3.43574  -0.425
H 2.08743 1.40335 -0.95510  0.393
H 2.54483 1.08850 3.33578  0.560
H 5.38371 -2.00510 4.64498  0.418
H 5.10849 -0.29652 5.06272  0.258
N -0.48090 -1.56987 -3.06172  -0.257
C 1.90565 1.95883 3.39323  -0.273
C 1.87940 -2.85477 1.20606  0.148
H -4.11243 1.84622 -2.63547  0.358
C -0.34683 0.75643 -3.57306  -0.350
C -3.57158 -4.72610 -1.19731  -0.252
N 2.16810 -1.67596 -2.52930  -0.162
C 5.13270 -1.01748 4.24858  -1.118
C 0.23409 -0.48343 -3.32644  0.266
H -3.85723 -1.51100 -1.23845  0.396
O 0.31555 1.81365 -0.08602  -0.753
H 3.84234 -2.58666 -1.75795  0.359
H -3.95036 -5.57939 -0.64831  0.390
H -4.63783 0.36891 0.80593  0.414
S 0.11445 -5.77912 0.18968  -0.322
C 4.57221 -2.72905 2.11168  -0.471
O 3.84650 -1.00839 3.67182  -0.343
C 4.20278 -3.60811 1.09623  -1.013
C -0.27459 2.96521 3.45510  1.139
N 1.40363 -1.08805 2.90735  0.331
C -1.24337 0.15237 0.85265  -0.629
C -3.51896 -2.50065 -1.52475  -0.410
H 1.91127 0.69063 0.66339  0.192
H -0.33009 5.10251 3.54816  0.377
N -0.24349 -0.71502 1.33661  1.471
C -2.51454 -2.65720 -2.47092  0.304


[3]
Computed, not measured: a cluster of 2 separate species, C5H4 in total, with ωB97M-V/def2-TZVPD.

Results
Charge: 0
Kohn-Sham gap, eV: 6.037

Last column: Mulliken charge in e.
Cartesian coordinates (Å):
C 1.62671 -2.75714 -2.42714  0.462
H -1.63390 1.01961 2.21364  0.268
H -2.46863 1.24953 0.71358  0.219
H 1.47803 1.04821 -0.13163  0.347
C 1.40141 -1.84648 -1.72525  -0.557
C -0.39817 0.72876 0.51689  0.291
H 0.70530 -0.74851 -0.33038  0.159
C 0.76911 0.32403 0.00244  -0.628
C -1.47987 0.98199 1.16783  -0.559


[4]
Computed, not measured: an isolated molecule of C4H5NOS2, with ωB97M-V/def2-TZVPD.

Results
SMILES: CSn1ccc(=S)o1
Charge: 0
Kohn-Sham gap, eV: 8.285

Last column: Mulliken charge in e.
Cartesian coordinates (Å):
H 0.94035 -0.87376 1.82819  0.270
H -0.65089 -0.44441 2.26092  0.278
H -2.00823 0.68874 -0.29407  0.441
N -0.07382 0.80772 -0.04201  0.088
O 1.16642 0.49241 -0.87157  -0.311
C 0.65975 -0.21146 -1.97943  0.318
S 0.61154 1.26306 1.39730  0.019
C 0.28413 -0.21756 2.41388  -0.801
H 0.54148 -0.19053 3.44678  0.349
S 1.77114 -1.09892 -2.80428  -0.353
C -1.10382 0.45420 -0.80877  -0.056
H -1.43691 -0.60723 -2.59112  0.318
C -0.70115 -0.06226 -1.95583  -0.559


[5]
Computed, not measured: a cluster of 3 separate species, C5H15NO2 in total, with ωB97M-V/def2-TZVPD.

Results
Spin multiplicity: 2
Charge: -1
Kohn-Sham gap (alpha / beta), eV: 2.030 / 7.736

Last column: Mulliken spin population.
Cartesian coordinates (Å):
H -1.54714 -1.69630 -1.32581  -0.048
N 1.07839 0.77413 0.66910  0.498
H -2.07445 -0.36886 -2.32089  -0.002
H -5.05796 1.99630 4.36942  -0.107
H -0.92430 1.74072 -2.47880  -0.037
H 1.39420 1.63315 0.26341  0.005
O -4.91803 1.15727 4.83107  0.465
H 1.12541 -1.85606 0.90485  -0.359
O 5.07678 -0.74659 -0.77482  0.504
H 0.15990 2.20033 -1.15894  -0.006
H -0.47894 -2.12746 0.23151  -0.251
C -0.07474 1.43755 -1.89761  0.485
C -0.22519 0.06401 -1.27126  -1.321
H 0.83046 1.51162 -2.52314  -0.026
H 5.73615 -1.38803 -1.06436  -0.223
C -1.18683 -0.85922 -1.92422  0.094
H -0.23601 -1.24264 1.74073  -0.449
H -3.95439 1.15563 4.95768  -0.170
H 4.22704 -1.19159 -0.74251  -0.114
C 0.32062 -0.11410 -0.04423  1.091
C 0.14040 -1.40372 0.73116  1.587
H 1.33564 0.67283 1.63497  -0.574
H -0.74702 -1.34895 -2.80729  -0.041


[6]
Computed, not measured: a cluster of 2 separate species, H4N2O in total, with ωB97M-V/def2-TZVPD.

Results
Spin multiplicity: 3
Charge: 0
Kohn-Sham gap (alpha / beta), eV: 8.894 / 9.480

Last column: Mulliken spin population.
Cartesian coordinates (Å):
N -1.31427 -0.25022 0.00297  0.492
H 1.81361 0.64230 0.77544  -0.034
N 1.42377 -0.01288 0.03455  1.043
H -1.75010 -0.69273 0.87795  -0.010
O -0.49474 0.70863 0.09434  0.557
H -1.44359 -0.80240 -0.91570  -0.015
H 1.76532 0.40731 -0.86954  -0.032